The following is a quantum chemistry calculation of 2 unconnected molecules or ions with the total composition C4H9O2 at a distorted geometry, from OMol25.

Values from the calculation:
- Highest occupied orbital energy: -3.667 eV
- Orbital gap: 7.76 eV

The geometry in ORCA input format:
```
! RIJCOSX wB97M-V def2-TZVPD def2/J DEFGRID3
* xyz -1 1
C -1.31434 -1.08721 -1.20602
C -0.26207 -1.98953 -0.39725
O 0.96174 -1.77510 -0.50518
O -0.74367 -2.74563 0.49720
H -1.54813 -0.29946 -0.46053
H -2.16852 -1.58235 -1.62773
H -0.81245 -0.47544 -1.97188
C 0.26852 1.45729 1.26556
C 1.21015 0.98167 0.15209
H 0.76531 1.88736 2.13589
H -0.39662 2.23604 0.83553
H -0.40393 0.64922 1.60101
H 0.70577 0.32232 -0.53273
H 2.13988 0.52913 0.56083
H 1.59838 1.89168 -0.34680
*
```



The following is a quantum chemistry calculation of 2 unconnected molecules or ions with the total composition C4H9O2 at a distorted geometry, from OMol25.

Values from the calculation:
- Highest occupied orbital energy: -3.833 eV
- Orbital gap: 7.79 eV

The geometry in ORCA input format:
```
! RIJCOSX wB97M-V def2-TZVPD def2/J DEFGRID3
* xyz -1 1
C -0.11331 -1.60041 0.14817
C -0.16198 -2.75994 1.22680
H -0.06925 -1.91988 -0.89678
H -1.02624 -0.95903 0.25347
H 0.76145 -0.95238 0.23752
H 0.14983 -2.43756 2.25661
H 0.41767 -3.60622 0.85694
H -1.07270 -3.25351 1.50558
C -0.38390 1.66804 0.78435
C 0.16309 1.19962 -0.59294
O -0.62549 1.28913 -1.55262
O 1.29328 0.78600 -0.54593
H -0.10402 2.68962 0.93594
H 0.03148 1.05393 1.52526
H -1.45402 1.74016 0.71552
*
```



The following is a quantum chemistry calculation of 2 unconnected molecules or ions with the total composition C4H9O2 at a distorted geometry, from OMol25.

Values from the calculation:
- Highest occupied orbital energy (alpha / beta): 3.904 / -1.451 eV
- Orbital gap (alpha / beta): 2.86 / 8.13 eV

The geometry in ORCA input format:
```
! RIJCOSX wB97M-V def2-TZVPD def2/J DEFGRID3
* xyz -2 2
C -1.28704 0.60722 1.53995
C -1.95108 1.99410 1.36746
O -1.23731 3.01128 1.51461
O -3.19307 1.95179 1.14245
H -1.67065 0.11498 2.43638
H -0.21392 0.68958 1.74344
H -1.47170 -0.05420 0.69824
C 1.00083 -1.49824 -1.81659
C 1.75044 -0.67255 -0.75321
H 1.36440 -1.27831 -2.82955
H 0.92886 -2.55048 -1.54972
H -0.00661 -1.07900 -1.94294
H 1.16255 0.10685 -0.27985
H 2.53156 -0.08633 -1.26446
H 2.29274 -1.25668 -0.00621
*
```



The following is a quantum chemistry calculation of 2 unconnected molecules or ions with the total composition C4H9O2S3 at a distorted geometry, from OMol25.

Values from the calculation:
- Highest occupied orbital energy (alpha / beta): -3.588 / -4.383 eV
- Orbital gap (alpha / beta): 5.40 / 6.82 eV

The geometry in ORCA input format:
```
! RIJCOSX wB97M-V def2-TZVPD def2/J DEFGRID3
* xyz -1 1
C -2.80923 1.22170 -0.52133
C 1.77675 -2.41199 0.15167
C -1.30109 1.17859 -0.22885
C 1.93590 0.34946 0.30886
O 4.38276 0.59468 0.86892
O 3.69623 1.88169 -1.11786
S 2.03472 -0.88005 -0.81029
S -0.94870 0.07636 1.22967
S 3.40549 1.54786 0.30314
H -2.87408 1.53500 -1.52664
H -3.09423 0.16675 -0.45221
H -3.10106 1.90739 0.24002
H 1.09118 -2.27759 0.84612
H 2.84867 -2.68903 0.55889
H 1.61580 -3.26470 -0.54836
H -1.13161 2.19643 0.02788
H -0.55937 0.79008 -0.89394
H 1.88474 -0.07475 1.34764
*
```



The following is a quantum chemistry calculation of 2 unconnected molecules or ions with the total composition C4H9O3 at a distorted geometry, from OMol25.

Values from the calculation:
- Highest occupied orbital energy: -4.440 eV
- Orbital gap: 8.68 eV

The geometry in ORCA input format:
```
! RIJCOSX wB97M-V def2-TZVPD def2/J DEFGRID3
* xyz -1 1
C 0.29117 3.20745 -0.72665
C 0.54769 1.73089 -0.39395
O 0.40737 0.88119 -1.31286
O 0.90503 1.50977 0.78276
H 1.28138 3.64913 -0.84220
H -0.36701 3.70313 -0.01803
H -0.18371 3.31756 -1.71277
C -0.85571 -1.87350 0.21000
C 0.11907 -2.45523 1.21090
O -0.28806 -1.64922 -1.05277
H -1.73435 -2.51861 0.07496
H -1.28841 -0.94465 0.61635
H -0.43184 -2.71954 2.08796
H -0.00298 -0.69322 -1.10520
H 0.98148 -1.81323 1.40033
H 0.61889 -3.33193 0.78118
*
```



The following is a quantum chemistry calculation of 2 unconnected molecules or ions with the total composition C4H9O3 at a distorted geometry, from OMol25.

Values from the calculation:
- Highest occupied orbital energy: -3.996 eV
- Orbital gap: 8.02 eV

The geometry in ORCA input format:
```
! RIJCOSX wB97M-V def2-TZVPD def2/J DEFGRID3
* xyz -1 1
C 0.73328 -0.77736 -1.21718
C 1.98169 -0.26740 -0.51252
C -0.12732 0.51284 -1.58841
O -1.06237 0.74870 -0.78703
O 0.31153 1.19447 -2.53016
H 1.04734 -1.16912 -2.21540
H 0.10872 -1.56284 -0.78666
H 2.57193 0.36281 -1.15055
H 2.59725 -1.12791 -0.18209
H 1.69571 0.40609 0.33101
C -1.57989 -0.11393 1.78505
O -2.37794 1.09448 1.92845
H -1.75084 1.81098 1.80592
H -0.83083 0.14375 0.98355
H -1.11547 -0.32819 2.73650
H -2.20279 -0.92738 1.39952
*
```



The following is a quantum chemistry calculation of 2 unconnected molecules or ions with the total composition C4H9O4Si at a distorted geometry, from OMol25.

Values from the calculation:
- Highest occupied orbital energy: -4.700 eV
- Orbital gap: 8.08 eV

The geometry in ORCA input format:
```
! RIJCOSX wB97M-V def2-TZVPD def2/J DEFGRID3
* xyz -1 1
C 1.94574 0.90941 0.06469
C -1.57840 0.79421 1.53934
C 1.83664 -1.55221 0.07844
C -1.45162 0.17502 -1.72686
O 1.29105 1.88127 -0.13627
O 3.10026 0.73978 0.42865
O -1.87201 -0.49738 1.02421
O 1.23221 -0.32823 -0.17844
Si -1.84858 -1.21187 -0.50189
H -1.73606 1.53196 0.86807
H -0.53249 0.94486 1.79574
H -2.18101 0.88886 2.40363
H 1.65991 -2.22331 -0.86705
H 1.29790 -2.18025 0.78225
H 2.78287 -1.34250 0.50201
H -0.43345 0.14764 -1.97933
H -1.84533 0.13878 -2.68687
H -1.66762 1.18398 -1.41033
*
```



The following is a quantum chemistry calculation of a single C4H9OP molecule at a distorted geometry, from OMol25.

Values from the calculation:
- Highest occupied orbital energy: -9.341 eV
- Orbital gap: 10.10 eV

The geometry in ORCA input format:
```
! RIJCOSX wB97M-V def2-TZVPD def2/J DEFGRID3
* xyz 0 1
C -1.27932 1.03484 -0.16855
C -1.26149 -1.56070 -0.09831
C 1.93727 1.10766 0.02420
C -0.50124 -0.23862 0.01009
O -1.05933 2.02800 0.46592
P 1.09555 -0.21157 -0.92420
H -2.20879 1.07217 -0.86665
H -0.91304 -2.13606 -0.94864
H -0.96609 -2.12655 0.75925
H -2.46982 -1.49847 -0.06024
H 3.03277 1.00285 0.08073
H 1.54305 1.13346 1.13246
H 1.69921 2.03152 -0.45463
H -0.13770 -0.21723 1.13926
H 1.48898 -1.42131 -0.09067
*
```



The following is a quantum chemistry calculation of a molecular structure, C4H9OS at a distorted geometry, from OMol25.

Values from the calculation:
- Highest occupied orbital energy: -3.205 eV
- Orbital gap: 7.09 eV

The geometry in ORCA input format:
```
! RIJCOSX wB97M-V def2-TZVPD def2/J DEFGRID3
* xyz -1 1
O 1.44626 -1.88959 0.67966
C 0.81243 -1.37445 1.71232
H 0.06495 -1.98462 2.25897
H 1.41599 -0.75132 2.38460
C 0.07227 1.72814 -1.01718
C 0.00681 0.17070 -1.07809
C -1.01166 -0.39184 -0.09216
S -0.80864 0.25387 1.59185
H -0.87200 2.12189 -1.39573
H 0.88450 2.10308 -1.65494
H 0.17202 2.06977 0.01183
H -0.21875 -0.21242 -2.08601
H 0.97342 -0.22687 -0.74256
H -0.90601 -1.48885 -0.15041
H -2.03159 -0.12750 -0.42215
*
```



The following is a quantum chemistry calculation of a molecular structure, C4H9PS at a distorted geometry, from OMol25.

Values from the calculation:
- Highest occupied orbital energy: -8.172 eV
- Orbital gap: 8.86 eV

The geometry in ORCA input format:
```
! RIJCOSX wB97M-V def2-TZVPD def2/J DEFGRID3
* xyz 0 1
C 0.27213 0.22392 2.65784
C 0.73990 -0.74331 1.89147
C -1.17015 0.97149 -1.68291
C -0.76159 -0.14864 -0.72516
P 1.01643 0.12141 -0.33616
S 1.87680 -1.43582 -1.49473
H -0.10318 0.35995 3.75588
H 0.16350 1.19262 2.22476
H 0.93232 -1.73764 1.99026
H -0.85047 1.92250 -1.46346
H -0.98451 0.79459 -2.69480
H -2.20873 1.07962 -1.54887
H -0.79022 -0.96432 -1.48678
H -1.41971 -0.39637 0.09288
H 3.28748 -1.23999 -1.18021
*
```



The following is a quantum chemistry calculation of 2 unconnected molecules or ions with the total composition C4H9S at a distorted geometry, from OMol25.

Values from the calculation:
- Highest occupied orbital energy: -2.150 eV
- Orbital gap: 6.11 eV

The geometry in ORCA input format:
```
! RIJCOSX wB97M-V def2-TZVPD def2/J DEFGRID3
* xyz -1 1
C 1.43209 3.01141 0.31186
S 1.18251 1.19935 0.42165
H 2.33545 3.25566 -0.25146
H 0.61413 3.52753 -0.19684
H 1.49193 3.43510 1.31691
C -0.56759 -1.31090 -1.23804
C -1.61770 -2.22420 -0.60876
C -1.71209 -2.26117 0.71128
H -0.99891 -0.69159 -2.02486
H -0.29902 -0.59119 -0.45601
H 0.23731 -1.95331 -1.57621
H -2.21729 -2.92277 -1.18488
H -2.49807 -2.85555 1.16429
H -0.96173 -1.90591 1.40304
*
```



The following is a quantum chemistry calculation of a molecular structure, C4HCeLiO4 at a distorted geometry, from OMol25.

Values from the calculation:
- Highest occupied orbital energy (alpha / beta): -20.979 / -20.986 eV
- Orbital gap (alpha / beta): 4.45 / 5.02 eV

The geometry in ORCA input format:
```
! RIJCOSX wB97M-V def2-TZVPD def2/J DEFGRID3
* xyz 3 2
O 0.20905 -0.48310 -2.54130
C 0.15130 0.04577 -3.53960
C -1.44668 -0.00082 0.73194
C -2.18911 -0.35745 -0.14988
H -2.88488 -0.74531 -0.87596
Li 0.18367 -1.37053 -0.66178
O -0.68469 0.76749 1.48492
C 0.64980 0.64302 1.36307
O 1.38085 1.29800 2.11630
O 1.12579 -0.22674 0.57097
Ce 3.50490 0.42969 1.50133
*
```



Number 1: molecular weight 89.11 g mol⁻¹, calculated total energy -308.3235 a.u.. Number 2: molecular weight 89.11 g mol⁻¹, calculated total energy -308.3171 a.u.. Number 3: molecular weight 89.11 g mol⁻¹, calculated total energy -308.1857 a.u.. Number 4: molecular weight 185.32 g mol⁻¹, calculated total energy -1502.7540 a.u.. Number 5: molecular weight 105.11 g mol⁻¹, calculated total energy -383.5947 a.u.. Number 6: molecular weight 105.11 g mol⁻¹, calculated total energy -383.5590 a.u.. Number 7: molecular weight 149.20 g mol⁻¹, calculated total energy -748.2964 a.u.. Number 8: molecular weight 104.09 g mol⁻¹, calculated total energy -574.3412 a.u.. Number 9: molecular weight 105.18 g mol⁻¹, calculated total energy -631.2243 a.u.. Number 10: molecular weight 120.16 g mol⁻¹, calculated total energy -897.2260 a.u.. Number 11: molecular weight 89.18 g mol⁻¹, calculated total energy -555.9690 a.u.. Number 12: molecular weight 260.11 g mol⁻¹, calculated total energy -935.4220 a.u..